(1)
The following is a DFT calculation (wB97M-V/def2-TZVPD) of a cluster of 3 separate species, C4H13NO2 in total.

XYZ file:
```
20
Properties=species:S:1:pos:R:3:forces:R:3
H 0.02805 -2.34586 1.74134 -0.922 -0.396 0.086
C 1.00815 1.13434 0.81930 -3.903 -3.340 -0.107
N 0.49382 0.49357 -0.43190 1.004 -4.381 -0.174
H -2.17011 0.00606 -2.03143 -0.250 0.118 -0.001
O -3.03786 -0.39644 -1.88345 -2.002 1.843 -1.926
H 2.65473 -1.03292 0.91854 -0.781 -1.630 -0.363
H 1.99693 0.93035 0.99992 2.163 -1.022 1.005
H -0.88534 1.81861 -0.76264 -0.240 -0.750 -1.403
H 2.20609 -2.49069 2.09671 0.266 0.775 -1.262
H 0.23871 0.76694 1.59722 1.757 1.088 -0.583
O -1.27553 2.58307 -1.24590 -0.874 -3.501 -1.895
H -3.69127 0.19596 -2.46170 2.304 -1.909 1.969
H -0.19629 -1.62049 -0.97317 0.472 0.424 -0.098
C 1.92060 -1.84450 1.21217 0.414 0.969 2.602
H -1.10433 -0.86452 0.31987 0.188 0.525 -0.824
H -0.99229 3.13639 -0.60878 1.041 4.380 2.984
H 0.98056 2.12636 0.64878 -0.548 3.587 -0.224
H 1.31448 0.08109 -0.94640 -0.689 1.566 0.164
C -0.08390 -0.96185 -0.10858 -0.933 1.311 3.178
C 0.59481 -1.71548 1.10012 1.536 0.340 -3.127
```
Forces are in eV/Å.

The calculation puts the strongest force on any atom at 5.4 eV/Å. The LUMO energy comes out at 0.02882 Eh. As for the HOMO-LUMO gap: 10.6 eV. As for the total charge: 0. The structure (SMILES) is C=CCNC.O.O. The HOMO energy comes out at -9.84 eV. The spin multiplicity is 1.

Charge distribution, natural (NBO) scheme, values in e: number 1, H, carries 0.205; number 2, C, carries -0.410; number 3, N, carries -0.642; number 4, H, carries 0.475; number 5, O, carries -0.951; number 6, H, carries 0.196; number 7, H, carries 0.186; number 8, H, carries 0.481; number 9, H, carries 0.201; number 10, H, carries 0.201; number 11, O, carries -0.942; number 12, H, carries 0.477; number 13, H, carries 0.226; number 14, C, carries -0.415; number 15, H, carries 0.203; number 16, H, carries 0.445; number 17, H, carries 0.187; number 18, H, carries 0.362; number 19, C, carries -0.291; number 20, C, carries -0.194

(2)
The following is a DFT calculation (wB97M-V/def2-TZVPD) of the ion C7H11INO with charge +1.

XYZ file:
```
21
Properties=species:S:1:pos:R:3:forces:R:3
H 1.30211 2.15574 0.48989 -0.294 -1.289 0.438
H -1.04415 2.13872 0.52947 -0.720 -1.021 -0.996
C -0.56648 -1.34884 -0.13023 1.186 -1.463 -0.415
H -0.52787 1.30120 -1.00575 0.582 0.892 -1.832
H 0.41305 -1.10313 1.79483 0.677 -1.101 -0.954
C -0.63141 1.22502 0.02509 0.860 -0.633 3.608
H 3.65819 -0.13867 -1.81816 -0.630 0.176 0.548
C 3.66426 -0.06371 -0.71811 1.507 -0.046 0.238
H -0.14776 -1.49551 -1.12517 -0.642 0.633 -0.635
N 2.67247 -0.02240 0.03315 0.014 -0.539 -1.034
O -2.30632 -0.02341 -0.92524 -4.819 1.823 -2.420
C 0.72534 -1.29309 0.71298 0.594 -1.344 0.985
H 0.60805 1.20604 1.94061 0.141 0.032 -2.134
H -1.03764 -2.35583 0.04363 -0.017 1.255 0.235
C 0.74810 1.21079 0.77558 0.165 0.465 0.583
H 1.44174 -2.16693 0.46332 -1.570 1.005 1.066
C 1.47100 -0.07720 0.43542 0.094 2.387 0.370
H -3.00395 0.79833 -0.95244 2.840 -3.018 0.730
H -1.85312 -0.27688 1.07925 -0.715 0.140 0.630
C -1.44080 -0.12719 0.09644 1.731 1.684 1.093
I 5.68070 -0.00912 -0.03688 -0.985 -0.037 -0.105
```
Forces are in eV/Å.

The calculation puts the strongest force on any atom at 5.7 eV/Å. The LUMO energy comes out at -0.16916 Eh. As for the HOMO-LUMO gap: 9.0 eV. As for the total charge: +1. The structure (SMILES) is OC1CCC(=[N+]=CI)CC1. The HOMO energy comes out at -13.62 eV. The spin multiplicity is 1.

Charge distribution, natural (NBO) scheme, values in e: number 1, H, carries 0.255; number 2, H, carries 0.243; number 3, C, carries -0.400; number 4, H, carries 0.223; number 5, H, carries 0.263; number 6, C, carries -0.417; number 7, H, carries 0.251; number 8, C, carries 0.051; number 9, H, carries 0.219; number 10, N, carries -0.347; number 11, O, carries -0.715; number 12, C, carries -0.475; number 13, H, carries 0.261; number 14, H, carries 0.259; number 15, C, carries -0.473; number 16, H, carries 0.258; number 17, C, carries 0.487; number 18, H, carries 0.507; number 19, H, carries 0.167; number 20, C, carries 0.101; number 21, I, carries 0.283

(3)
The following is a DFT calculation (wB97M-V/def2-TZVPD) of a cluster of 10 separate species, C14H48O10 in total.

XYZ file:
```
72
Properties=species:S:1:pos:R:3:forces:R:3
H 1.75327 2.74022 2.24755 -0.378 -0.290 -0.134
O 2.03069 2.48445 1.35024 0.477 0.415 0.326
H 0.61554 -2.65021 -6.29732 -0.133 -0.096 0.062
C 0.55573 -2.51322 -5.20853 0.785 0.340 -0.624
H 1.46670 -4.39614 0.59883 0.041 -0.060 -0.126
H 2.02096 -0.39143 2.66532 0.002 -0.008 -0.048
H 3.79617 3.51743 1.76497 -0.184 0.058 0.129
H 3.53853 3.07578 0.10060 -0.148 -0.024 -0.015
O 1.06485 0.83514 -0.66629 -0.046 -0.014 0.037
H -1.53725 -2.09434 5.19799 0.174 -0.096 0.065
H 2.62940 -3.09402 3.17608 0.020 -0.010 -0.060
O 2.01459 -2.40732 2.90566 -0.050 -0.013 -0.064
H -3.54545 -0.38214 -0.73383 -0.113 0.022 -0.136
C 3.02656 3.45529 0.98753 0.124 -0.248 -0.317
H -5.37068 0.38924 0.42630 -0.004 0.003 -0.024
H -1.40064 0.44560 0.32575 -0.146 -0.115 -0.047
C 0.43019 -4.40749 0.27106 -0.279 0.192 0.258
H 0.26721 -0.36201 -5.27214 -0.108 -0.101 0.033
H -1.02372 -3.61636 -4.98719 -0.044 -0.014 0.039
H 1.28529 -1.01639 0.19543 -0.079 -0.202 -0.100
H 0.80537 1.08441 4.50481 0.129 0.059 -0.038
H -3.25864 3.46698 -1.99420 -0.034 -0.027 0.015
C 0.96969 -1.09547 -4.87365 -0.184 0.174 0.585
O 2.66387 2.56941 -2.30014 -0.077 0.135 -0.029
H 0.99512 -1.00144 -3.78321 -0.096 0.174 -0.075
H 1.90124 1.30476 -3.75598 -0.094 0.033 -0.033
H 0.08567 3.71767 3.73168 0.059 0.048 -0.055
H 2.81474 2.69479 -4.33169 -0.017 0.121 0.028
H 3.23652 5.52103 0.52654 -0.150 0.118 -0.150
O -0.75659 -2.72843 -4.73576 -0.149 -0.034 0.117
C -1.57863 2.71903 -1.31734 -0.503 0.113 -0.265
H -0.77021 -2.80126 3.73449 0.021 -0.075 0.166
H -1.15453 2.61658 -0.32505 0.152 -0.142 -0.049
C -4.34434 -2.38244 -0.83907 0.320 -0.089 -0.483
C -0.66601 -0.26652 0.68927 0.627 -0.314 0.076
H -0.43862 -1.13213 4.15064 -0.009 0.016 0.099
H 1.78879 4.75011 -0.20519 0.154 0.042 -0.118
H -1.61315 1.75999 -1.84140 0.195 -0.101 0.215
H 3.25631 -1.20686 1.70604 0.068 -0.088 0.024
H -4.91692 -3.10684 -0.26288 -0.149 0.177 0.126
C 2.74287 -1.20850 2.67003 -0.163 0.093 0.215
H -0.59689 2.01493 5.07434 0.214 0.000 0.101
H 2.09420 2.09084 -1.68143 0.062 -0.154 -0.063
H -0.55979 1.45544 3.41651 0.209 -0.069 -0.052
O 0.74819 3.02885 3.83964 0.068 -0.107 0.103
H -3.67027 -1.21095 0.81241 -0.065 0.076 -0.001
H 1.78901 5.17732 1.49170 0.156 -0.042 0.129
H -0.95490 3.39515 -1.90903 -0.010 0.094 0.117
H 1.16321 2.92706 -3.70023 -0.001 0.001 -0.096
C 0.50213 -0.41431 -0.27628 0.042 0.223 0.119
H -1.09682 -1.25650 0.84858 -0.280 0.134 0.020
C -4.18183 -1.05145 -0.14629 0.122 -0.291 0.445
C -1.20761 -1.90939 4.17463 -0.268 0.142 -0.410
H -0.18798 -4.71635 1.12118 0.060 -0.056 -0.014
H -4.81289 -2.24464 -1.81545 -0.108 -0.045 0.073
O -2.90922 3.22016 -1.13387 0.226 0.087 -0.036
H 1.45113 1.25069 0.12446 -0.157 0.123 0.082
H 1.95916 -0.81040 -5.22889 0.071 -0.345 -0.173
O 0.30392 -5.29496 -0.82669 0.093 -0.023 0.010
H 3.45248 -1.02000 3.47898 0.098 0.060 -0.095
C 2.09578 2.36656 -3.58251 0.120 -0.163 0.114
H 0.13961 -3.38269 0.01594 0.078 -0.036 -0.087
H -0.29820 0.06275 1.66458 -0.059 0.106 -0.022
H 0.17525 -0.92014 -1.18488 0.065 0.044 -0.077
H 1.27967 -3.20178 -4.75822 -0.154 -0.113 0.073
H -3.36312 -2.83009 -1.02400 0.011 0.089 0.045
H -0.63029 -5.39123 -1.02797 0.003 0.017 -0.033
O -5.47488 -0.49488 0.06308 0.009 0.083 -0.052
C 2.42219 4.81097 0.67931 -0.041 -0.108 0.141
C 0.07239 1.83496 4.22692 -0.642 0.084 -0.037
O -2.32182 -1.57026 3.34667 0.080 0.027 0.046
H -2.76230 -0.80264 3.72088 -0.015 -0.015 0.007
```
Forces are in eV/Å.

The calculation puts the strongest force on any atom at 1.1 eV/Å. The LUMO energy comes out at 0.01296 Eh. As for the HOMO-LUMO gap: 10.1 eV. As for the total charge: 0. The structure (SMILES) is CCO.CCO.CCO.CCO.CO.CO.CO.CO.CO.CO. The HOMO energy comes out at -9.72 eV. The spin multiplicity is 1.

Charge distribution, Löwdin scheme, values in e: number 1, H, carries 0.049; number 2, O, carries -0.114; number 3, H, carries 0.109; number 4, C, carries -0.341; number 5, H, carries 0.074; number 6, H, carries 0.056; number 7, H, carries 0.114; number 8, H, carries 0.104; number 9, O, carries -0.109; number 10, H, carries 0.079; number 11, H, carries 0.077; number 12, O, carries -0.129; number 13, H, carries 0.102; number 14, C, carries -0.286; number 15, H, carries 0.079; number 16, H, carries 0.055; number 17, C, carries -0.162; number 18, H, carries 0.079; number 19, H, carries 0.081; number 20, H, carries 0.095; number 21, H, carries 0.077; number 22, H, carries 0.070; number 23, C, carries -0.102; number 24, O, carries -0.136; number 25, H, carries 0.063; number 26, H, carries 0.055; number 27, H, carries 0.095; number 28, H, carries 0.078; number 29, H, carries 0.078; number 30, O, carries -0.074; number 31, C, carries -0.156; number 32, H, carries 0.073; number 33, H, carries 0.065; number 34, C, carries -0.085; number 35, C, carries -0.064; number 36, H, carries 0.054; number 37, H, carries 0.072; number 38, H, carries 0.077; number 39, H, carries 0.080; number 40, H, carries 0.075; number 41, C, carries -0.151; number 42, H, carries 0.086; number 43, H, carries 0.025; number 44, H, carries 0.069; number 45, O, carries -0.124; number 46, H, carries 0.093; number 47, H, carries 0.068; number 48, H, carries 0.076; number 49, H, carries 0.072; number 50, C, carries -0.283; number 51, H, carries 0.066; number 52, C, carries -0.332; number 53, C, carries -0.141; number 54, H, carries 0.079; number 55, H, carries 0.076; number 56, O, carries -0.130; number 57, H, carries 0.045; number 58, H, carries 0.075; number 59, O, carries -0.117; number 60, H, carries 0.082; number 61, C, carries -0.150; number 62, H, carries 0.060; number 63, H, carries 0.051; number 64, H, carries 0.108; number 65, H, carries 0.110; number 66, H, carries 0.067; number 67, H, carries 0.071; number 68, O, carries -0.076; number 69, C, carries -0.075; number 70, C, carries -0.137; number 71, O, carries -0.135; number 72, H, carries 0.072